A 14-piece molecular cluster, C4H35NO13 overall. Source: OMol25; level of theory: ωB97M-V/def2-TZVPD.

The geometry in XYZ format:
```
53
Properties=species:S:1:pos:R:3
C 0.86 3.16 1.11
N 0.73 2.98 -0.35
C 0.56 1.55 -0.70
C 0.98 0.44 -2.91
C 0.50 1.45 -2.20
H -0.06 2.84 1.60
H 1.07 4.21 1.31
H 1.69 2.61 1.56
H 1.51 3.36 -0.87
H 1.38 0.90 -0.26
H -0.40 1.21 -0.25
H 0.86 0.41 -3.99
H 1.51 -0.39 -2.49
H -0.06 2.29 -2.62
H 0.31 0.15 2.63
H -0.80 0.39 3.74
O -0.63 0.39 2.80
H 2.48 -0.63 2.00
H 1.47 -1.61 2.68
O 1.81 -0.68 2.72
H 4.31 -1.46 1.03
H 3.82 -0.39 0.03
O 3.52 -1.10 0.63
H -2.86 1.08 -2.87
H -2.17 1.93 -1.63
O -2.18 1.09 -2.20
H 2.45 -2.39 -0.08
H 1.08 -2.75 -0.65
O 1.88 -3.16 -0.21
H -3.55 -1.24 -0.76
H -2.83 0.10 -0.92
O -3.19 -0.50 -0.23
H -0.50 -1.09 -1.46
H -0.79 -1.93 -0.11
O -0.44 -1.97 -1.06
H -1.27 -0.99 1.98
H -2.21 -1.40 0.90
O -1.47 -1.78 1.43
H 1.24 -3.23 1.42
H -0.11 -2.87 1.94
O 0.77 -3.11 2.27
H -2.45 2.78 0.12
H -1.24 3.43 -0.61
O -2.18 3.23 -0.71
H -3.13 -3.55 -1.87
H -1.91 -2.54 -1.86
O -2.88 -2.62 -2.03
H 3.72 1.37 -1.14
H 4.52 0.39 -1.98
O 4.45 0.76 -1.11
H -1.95 1.28 1.96
H -3.14 0.87 1.03
O -2.71 1.63 1.44
```

energy relative to the best compared isomer or geometry (same formula, charge and spin)	10.8	kcal per mole
electronic energy	-32825.7037	eV
HOMO	-9.9	eV
Kohn-Sham gap	9.89	eV

List of Löwdin charges in e, atom by atom: number 1, C, carries -0.103; number 2, N, carries -0.137; number 3, C, carries -0.243; number 4, C, carries -0.004; number 5, C, carries -0.193; number 6, H, carries 0.071; number 7, H, carries 0.081; number 8, H, carries 0.075; number 9, H, carries 0.103; number 10, H, carries 0.123; number 11, H, carries 0.107; number 12, H, carries 0.069; number 13, H, carries 0.052; number 14, H, carries 0.110; number 15, H, carries 0.026; number 16, H, carries 0.089; number 17, O, carries -0.070; number 18, H, carries 0.007; number 19, H, carries 0.019; number 20, O, carries -0.100; number 21, H, carries 0.088; number 22, H, carries 0.019; number 23, O, carries -0.062; number 24, H, carries 0.068; number 25, H, carries 0.015; number 26, O, carries -0.089; number 27, H, carries -0.005; number 28, H, carries 0.023; number 29, O, carries -0.084; number 30, H, carries 0.056; number 31, H, carries 0.019; number 32, O, carries -0.099; number 33, H, carries 0.041; number 34, H, carries 0.046; number 35, O, carries -0.075; number 36, H, carries 0.031; number 37, H, carries 0.025; number 38, O, carries -0.089; number 39, H, carries 0.009; number 40, H, carries 0.005; number 41, O, carries -0.067; number 42, H, carries 0.026; number 43, H, carries 0.021; number 44, O, carries -0.056; number 45, H, carries 0.058; number 46, H, carries 0.017; number 47, O, carries -0.083; number 48, H, carries 0.048; number 49, H, carries 0.066; number 50, O, carries -0.017; number 51, H, carries 0.009; number 52, H, carries 0.015; number 53, O, carries -0.060

---

A 14-piece molecular cluster, C4H35NO13 overall. Source: OMol25; level of theory: ωB97M-V/def2-TZVPD.

The geometry in XYZ format:
```
53
Properties=species:S:1:pos:R:3
C 0.67 -0.48 0.54
N -0.97 -1.19 2.99
C -1.50 -1.16 1.71
C -0.74 -0.94 0.63
C -2.98 -1.35 1.59
H 1.03 -0.16 1.52
H 1.39 -1.23 0.24
H 0.69 0.43 -0.06
H 0.02 -1.33 3.11
H -1.54 -1.54 3.74
H -1.32 -0.84 -0.27
H -3.21 -1.95 0.72
H -3.47 -0.39 1.40
H -3.49 -1.83 2.43
H 0.42 -1.50 -2.36
H 0.56 -2.95 -2.89
O 0.33 -2.43 -2.11
H -0.55 0.75 -3.78
H 0.75 0.00 -4.36
O -0.06 -0.10 -3.86
H 2.94 0.81 3.92
H 2.37 1.12 2.49
O 2.49 0.42 3.16
H -1.36 1.34 2.78
H -1.13 2.82 3.12
O -1.11 2.19 2.39
H 3.96 -1.77 1.45
H 3.01 -1.22 2.51
O 3.33 -2.05 2.12
H -0.97 -4.08 -1.32
H -0.99 -3.31 0.01
O -1.51 -3.92 -0.54
H 2.00 2.90 0.52
H 2.31 3.37 1.96
O 2.24 2.57 1.43
H 0.80 2.45 -1.06
H 1.28 3.80 -1.48
O 1.62 2.99 -1.08
H -1.28 -1.62 -2.66
H -1.95 -2.43 -1.60
O -2.17 -1.82 -2.33
H 3.75 1.25 0.85
H 4.37 0.49 -0.36
O 4.44 0.63 0.58
H -1.54 1.58 -0.47
H -0.99 2.50 0.61
O -0.90 2.30 -0.34
H -2.32 1.66 -3.65
H -1.50 2.45 -2.68
O -1.50 2.18 -3.61
H -3.54 0.54 -1.14
H -2.44 -0.12 -1.92
O -3.01 0.70 -1.93
```

energy relative to the best compared isomer or geometry (same formula, charge and spin)	28.2	kcal per mole
electronic energy	-32824.9484	eV
HOMO	-8.1	eV
Kohn-Sham gap	8.09	eV

List of Löwdin charges in e, atom by atom: number 1, C, carries -0.069; number 2, N, carries 0.117; number 3, C, carries -0.418; number 4, C, carries -0.163; number 5, C, carries -0.029; number 6, H, carries 0.041; number 7, H, carries 0.073; number 8, H, carries 0.053; number 9, H, carries 0.091; number 10, H, carries 0.091; number 11, H, carries 0.062; number 12, H, carries 0.077; number 13, H, carries 0.078; number 14, H, carries 0.079; number 15, H, carries 0.027; number 16, H, carries 0.074; number 17, O, carries -0.056; number 18, H, carries 0.003; number 19, H, carries 0.051; number 20, O, carries -0.059; number 21, H, carries 0.062; number 22, H, carries -0.006; number 23, O, carries -0.069; number 24, H, carries 0.041; number 25, H, carries 0.062; number 26, O, carries -0.040; number 27, H, carries 0.013; number 28, H, carries -0.025; number 29, O, carries -0.086; number 30, H, carries 0.037; number 31, H, carries 0.026; number 32, O, carries -0.054; number 33, H, carries 0.013; number 34, H, carries 0.068; number 35, O, carries -0.080; number 36, H, carries 0.022; number 37, H, carries 0.071; number 38, O, carries -0.059; number 39, H, carries -0.001; number 40, H, carries 0.000; number 41, O, carries -0.082; number 42, H, carries -0.008; number 43, H, carries 0.039; number 44, O, carries -0.049; number 45, H, carries 0.026; number 46, H, carries 0.024; number 47, O, carries -0.072; number 48, H, carries 0.047; number 49, H, carries 0.029; number 50, O, carries -0.055; number 51, H, carries 0.050; number 52, H, carries 0.011; number 53, O, carries -0.079

---

A 14-piece molecular cluster, C4H35NO14S overall. Source: OMol25; level of theory: ωB97M-V/def2-TZVPD.

The geometry in XYZ format:
```
55
Properties=species:S:1:pos:R:3
C -1.71 3.11 0.88
N -0.96 1.86 0.73
C -1.88 0.79 0.41
C -0.95 -0.33 -0.14
S -1.73 -1.85 -0.77
C -2.80 0.22 1.48
O -2.49 -0.61 2.31
H -2.41 3.24 1.70
H -1.11 4.02 0.82
H -2.24 3.14 -0.08
H -0.43 1.59 1.56
H -2.38 1.13 -0.51
H -0.22 0.03 -0.86
H -0.45 -0.76 0.73
H -0.84 -2.49 -1.53
H -3.87 0.34 1.27
H -0.12 -3.64 0.56
H 1.34 -3.39 0.04
O 0.78 -3.43 0.82
H -0.93 3.16 3.86
H -1.27 1.74 4.10
O -1.53 2.49 3.54
H 2.25 -2.71 -3.18
H 2.89 -1.55 -2.55
O 1.99 -1.83 -2.86
H 2.85 1.40 -3.20
H 2.17 2.82 -3.01
O 2.64 2.10 -2.58
H 2.07 -0.72 1.75
H 2.95 0.20 0.70
O 2.93 -0.45 1.42
H -1.07 -1.07 3.49
H -0.55 -2.02 2.47
O -0.23 -1.40 3.13
H -2.05 2.34 -3.45
H -1.77 0.89 -3.42
O -2.28 1.56 -2.93
H 0.82 -0.58 -3.53
H 0.44 0.48 -4.65
O 0.21 0.14 -3.78
H 4.45 -0.24 -1.68
H 4.25 -1.66 -0.91
O 4.35 -1.19 -1.76
H 0.67 0.24 3.05
H 1.88 0.98 3.70
O 0.96 1.07 3.46
H 2.07 2.16 -0.30
H 3.56 2.59 0.09
O 2.84 1.97 0.23
H 3.86 -2.52 0.91
H 2.44 -2.22 0.66
O 3.18 -2.67 0.25
H -4.10 0.57 -1.17
H -4.15 0.78 -2.74
O -4.63 0.53 -1.95
```

energy relative to the best compared isomer or geometry (same formula, charge and spin)	44.1	kcal per mole
electronic energy	-45705.1907	eV
HOMO	-8.8	eV
Kohn-Sham gap	8.70	eV

List of Löwdin charges in e, atom by atom: number 1, C, carries -0.120; number 2, N, carries -0.049; number 3, C, carries -0.375; number 4, C, carries -0.476; number 5, S, carries 0.749; number 6, C, carries -0.167; number 7, O, carries 0.042; number 8, H, carries 0.061; number 9, H, carries 0.078; number 10, H, carries 0.078; number 11, H, carries 0.078; number 12, H, carries 0.093; number 13, H, carries 0.078; number 14, H, carries 0.028; number 15, H, carries -0.149; number 16, H, carries 0.133; number 17, H, carries 0.008; number 18, H, carries 0.017; number 19, O, carries -0.070; number 20, H, carries 0.056; number 21, H, carries 0.037; number 22, O, carries -0.068; number 23, H, carries 0.060; number 24, H, carries 0.007; number 25, O, carries -0.083; number 26, H, carries 0.033; number 27, H, carries 0.046; number 28, O, carries -0.045; number 29, H, carries 0.021; number 30, H, carries 0.016; number 31, O, carries -0.056; number 32, H, carries 0.038; number 33, H, carries 0.026; number 34, O, carries -0.069; number 35, H, carries 0.055; number 36, H, carries 0.027; number 37, O, carries -0.056; number 38, H, carries -0.004; number 39, H, carries 0.039; number 40, O, carries -0.070; number 41, H, carries 0.053; number 42, H, carries 0.027; number 43, O, carries -0.047; number 44, H, carries -0.021; number 45, H, carries 0.047; number 46, O, carries -0.060; number 47, H, carries 0.034; number 48, H, carries 0.054; number 49, O, carries -0.048; number 50, H, carries 0.067; number 51, H, carries 0.005; number 52, O, carries -0.078; number 53, H, carries -0.025; number 54, H, carries 0.009; number 55, O, carries -0.067

---

A 14-piece molecular cluster, C4H35NO15 overall. Source: OMol25; level of theory: ωB97M-V/def2-TZVPD.

The geometry in XYZ format:
```
55
Properties=species:S:1:pos:R:3
O -1.38 3.33 -1.33
C -1.65 2.27 -1.88
C -0.53 1.26 -1.93
C 0.13 1.34 -3.31
N -1.01 -0.03 -1.54
C -0.58 -0.41 -0.20
O -0.52 -1.88 -0.11
H -2.51 2.14 -2.61
H 0.34 1.47 -1.28
H 0.76 2.21 -3.36
H 0.94 0.50 -3.31
H -0.59 1.21 -4.14
H -0.83 -0.87 -2.09
H 0.51 -0.09 0.12
H -1.29 -0.32 0.64
H -1.43 -2.30 -0.30
H -3.18 -2.13 1.05
H -3.29 -3.63 0.61
O -3.17 -2.77 0.29
H -0.88 -1.03 4.89
H -0.36 -0.64 3.56
O -0.86 -1.27 4.00
H 0.31 3.53 -0.37
H 0.40 3.31 1.12
O 0.93 3.26 0.35
H -0.15 1.29 2.57
H 1.14 1.02 1.99
O 0.61 0.77 2.75
H -2.74 0.80 0.54
H -3.16 0.32 1.90
O -2.97 1.09 1.38
H 1.99 -2.70 -2.38
H 0.80 -3.51 -1.81
O 1.11 -2.67 -2.06
H -0.17 -1.35 -3.93
H 1.18 -1.63 -4.52
O 0.31 -1.50 -4.73
H 3.26 0.03 3.20
H 3.56 0.38 1.71
O 3.74 -0.29 2.40
H 1.79 -1.93 0.38
H 3.25 -1.76 1.15
O 2.78 -1.71 0.34
H -1.59 2.39 1.66
H -1.19 3.05 3.01
O -0.86 2.77 2.18
H 2.17 0.29 0.03
H 1.80 1.74 0.13
O 2.22 1.07 0.70
H 3.98 -0.44 -2.29
H 2.67 -1.14 -1.88
O 3.00 -0.40 -2.37
H -3.52 -1.08 3.41
H -2.23 -1.74 2.93
O -3.04 -1.65 2.74
```

energy relative to the best compared isomer or geometry (same formula, charge and spin)	114.1	kcal per mole
electronic energy	-36916.5238	eV
HOMO	-9.4	eV
Kohn-Sham gap	9.43	eV

List of Löwdin charges in e, atom by atom: number 1, O, carries 0.038; number 2, C, carries -0.166; number 3, C, carries -0.394; number 4, C, carries -0.027; number 5, N, carries 0.018; number 6, C, carries -0.221; number 7, O, carries -0.140; number 8, H, carries 0.151; number 9, H, carries 0.114; number 10, H, carries 0.084; number 11, H, carries 0.089; number 12, H, carries 0.093; number 13, H, carries 0.098; number 14, H, carries 0.122; number 15, H, carries 0.094; number 16, H, carries 0.087; number 17, H, carries 0.022; number 18, H, carries 0.018; number 19, O, carries -0.045; number 20, H, carries 0.036; number 21, H, carries -0.027; number 22, O, carries 0.014; number 23, H, carries 0.047; number 24, H, carries -0.009; number 25, O, carries -0.061; number 26, H, carries -0.031; number 27, H, carries -0.018; number 28, O, carries -0.058; number 29, H, carries -0.006; number 30, H, carries 0.014; number 31, O, carries -0.004; number 32, H, carries 0.023; number 33, H, carries 0.043; number 34, O, carries -0.011; number 35, H, carries -0.014; number 36, H, carries -0.027; number 37, O, carries -0.006; number 38, H, carries 0.065; number 39, H, carries 0.005; number 40, O, carries -0.080; number 41, H, carries 0.071; number 42, H, carries -0.001; number 43, O, carries -0.065; number 44, H, carries 0.049; number 45, H, carries 0.068; number 46, O, carries -0.027; number 47, H, carries 0.069; number 48, H, carries 0.025; number 49, O, carries -0.136; number 50, H, carries 0.073; number 51, H, carries -0.034; number 52, O, carries -0.042; number 53, H, carries 0.128; number 54, H, carries -0.112; number 55, O, carries 0.005

---

Number 1: strongest force on any atom 1.36 eV/Å. Number 2: strongest force on any atom 1.14 eV/Å. Number 3: strongest force on any atom 2.71 eV/Å. Number 4: strongest force on any atom 12.02 eV/Å.